C13H20N8O8W as an isolated structure at a distorted geometry, computed with ωB97M-V with the def2-TZVPD basis set.

Computed properties:
DFT total energy   -43883.8371 eV
HOMO-LUMO gap   3.81 eV
Highest occupied orbital energy   -20.229 eV
Maximum force   1.79 eV Å⁻¹

```
! RIJCOSX wB97M-V def2-TZVPD def2/J DEFGRID3
* xyz 4 1
W 0.031 -0.194 0.468
O -0.312 0.210 2.737
C 0.541 -0.421 3.763
C 0.568 -1.913 3.537
N 1.065 -2.281 2.183
C 2.493 -2.025 1.894
C 2.204 -0.890 0.945
O 1.739 0.271 1.375
O 1.841 -1.111 -0.236
C 0.311 -3.340 1.473
C -0.591 -2.400 0.675
O -0.323 -2.019 -0.510
O -1.301 -1.507 1.294
H -1.188 0.383 3.112
H 0.107 -0.198 4.736
H 1.511 0.062 3.714
H -0.431 -2.332 3.637
H 1.208 -2.393 4.285
H 2.993 -2.851 1.396
H 3.033 -1.714 2.786
H -0.234 -3.989 2.155
H 0.941 -3.921 0.805
N -3.227 -1.072 -0.934
N -3.919 0.032 -0.413
C -3.325 1.071 0.135
N -4.050 2.096 0.535
N -1.936 1.009 0.348
N -1.274 2.148 0.573
O -0.014 1.833 0.753
O -1.627 3.263 0.643
H -3.525 -1.184 -1.902
H -3.534 -1.902 -0.431
H -4.934 0.055 -0.480
H -5.052 2.105 0.375
H -3.663 2.929 0.957
N 3.546 3.124 -3.869
C 3.126 2.459 -2.808
O 3.713 2.397 -1.728
C 1.827 1.663 -2.879
C 1.190 1.169 -4.012
C 0.074 0.344 -3.862
C -0.361 -0.003 -2.607
N 0.242 0.515 -1.505
C 1.316 1.328 -1.644
H 4.423 3.631 -3.812
H 3.002 3.234 -4.711
H 1.556 1.383 -5.010
H -0.433 -0.067 -4.725
H -1.175 -0.690 -2.444
H 1.829 1.702 -0.768
*
```



C28H27BrCl2N3O7PrSi as an isolated structure at a distorted geometry, computed with ωB97M-V with the def2-TZVPD basis set.

Computed properties:
DFT total energy   -165315.9322 eV
HOMO-LUMO gap (spin up / spin down)   7.83 / 7.83 eV
Highest occupied orbital energy (spin up / spin down)   -7.674 / -7.676 eV
Maximum force   2.28 eV Å⁻¹

```
! RIJCOSX wB97M-V def2-TZVPD def2/J DEFGRID3
* xyz 0 3
Pr 1.067 0.132 0.181
O 2.705 -3.370 -5.278
C 2.845 -2.437 -4.304
O 3.764 -1.677 -4.316
C 1.841 -2.483 -3.214
C 1.270 -3.572 -2.610
N 0.507 -3.107 -1.609
N 0.558 -1.772 -1.503
C 1.369 -1.382 -2.476
C 1.573 0.094 -2.747
O 1.358 0.493 -3.858
O 1.908 0.787 -1.669
H 1.855 -3.812 -5.175
H 1.377 -4.635 -2.788
H 0.024 -3.647 -0.911
C 3.278 2.371 0.688
Si 1.744 3.337 1.246
C 1.815 3.748 3.053
C 1.839 4.951 0.342
N 0.442 2.293 0.846
C -0.890 2.627 0.723
C -1.459 3.848 1.145
C -2.812 4.120 1.023
C -3.681 3.178 0.480
C -3.161 1.966 0.055
C -1.809 1.719 0.178
O -1.306 0.460 -0.314
C -1.709 0.223 -1.660
C -1.475 1.184 -2.615
C -1.853 0.925 -3.926
C -2.471 -0.271 -4.257
C -2.713 -1.219 -3.267
C -2.332 -0.969 -1.958
H 4.157 2.614 1.294
H 3.490 2.643 -0.349
H 3.205 1.287 0.704
H 2.666 4.412 3.267
H 1.912 2.860 3.682
H 0.898 4.277 3.350
H 2.795 5.435 0.579
H 1.034 5.641 0.620
H 1.792 4.795 -0.744
H -0.802 4.595 1.582
H -3.193 5.080 1.356
H -4.742 3.382 0.387
H -3.801 1.209 -0.388
H -0.977 2.109 -2.348
H -1.641 1.661 -4.691
H -2.763 -0.465 -5.282
H -3.201 -2.155 -3.512
H -2.516 -1.692 -1.171
Cl -0.596 0.154 2.835
C 0.794 -0.130 3.899
Cl 2.329 0.227 3.084
H 0.797 -1.170 4.187
H 0.702 0.530 4.746
Br -3.704 -4.682 4.122
C -2.116 -4.171 3.240
C -0.913 -4.758 3.609
C 0.252 -4.382 2.954
C 0.223 -3.408 1.961
C -0.991 -2.830 1.619
C -2.173 -3.216 2.242
C 1.508 -3.048 1.263
O 2.254 -3.950 0.939
O 1.701 -1.775 1.036
H -0.891 -5.507 4.390
H 1.197 -4.856 3.198
H -1.033 -2.055 0.866
H -3.120 -2.766 1.969
*
```



A single C3H4O3 molecule at a distorted geometry, computed with ωB97M-V with the def2-TZVPD basis set.

Computed properties:
SMILES string   O=C1OCCO1
DFT total energy   -9318.1459 eV
HOMO-LUMO gap   11.80 eV
Highest occupied orbital energy   -11.088 eV
Maximum force   2.10 eV Å⁻¹

```
! RIJCOSX wB97M-V def2-TZVPD def2/J DEFGRID3
* xyz 0 1
O 0.494 -0.799 2.516
C 0.251 -0.475 1.396
O 0.672 0.699 0.881
C 0.503 0.708 -0.526
C -0.651 -0.317 -0.637
O -0.427 -1.176 0.476
H 0.046 1.629 -0.887
H 1.410 0.447 -1.066
H -0.678 -0.901 -1.560
H -1.620 0.185 -0.592
*
```



C29H45AsF3IO8PS as an isolated structure at a distorted geometry, computed with ωB97M-V with the def2-TZVPD basis set.

Computed properties:
DFT total energy   -144391.1573 eV
HOMO-LUMO gap   3.95 eV
Highest occupied orbital energy   -3.968 eV
Maximum force   3.15 eV Å⁻¹

```
! RIJCOSX wB97M-V def2-TZVPD def2/J DEFGRID3
* xyz -1 1
C 4.255 0.930 -3.162
C 3.581 2.111 -3.970
C 1.986 1.947 -4.234
C 1.025 2.181 -3.013
C 1.793 2.951 -1.846
As -0.228 0.629 -2.407
S 1.364 -0.928 -3.005
C -0.835 0.646 -4.350
C -2.209 0.095 -4.833
C -3.582 0.485 -4.161
C -4.244 1.661 -5.045
O -5.671 1.817 -4.776
C -1.427 -0.930 -1.882
C -0.693 -2.330 -1.497
C -1.844 -3.140 -0.674
O -1.480 -4.523 -0.448
C -0.685 -4.623 0.754
C -1.554 2.079 -1.851
C -2.383 2.003 -0.536
O -1.705 2.758 0.541
C -2.646 3.510 1.294
C -1.817 4.125 2.525
F -1.114 3.070 3.150
F -0.811 4.992 2.063
F -2.647 4.720 3.475
P 0.786 0.670 -0.303
O 2.149 -0.422 -0.373
I -0.479 -0.323 1.546
H 4.333 0.003 -3.811
H 3.795 0.742 -2.150
H 5.343 1.242 -2.958
H 3.847 3.159 -3.600
H 4.033 2.073 -5.027
H 1.881 1.040 -4.884
H 1.824 2.813 -4.985
H 0.277 2.971 -3.389
H 2.221 3.893 -2.365
H 1.111 3.407 -1.050
H 2.708 2.446 -1.423
H 0.844 -1.782 -3.984
H -0.064 0.023 -4.926
H -0.723 1.685 -4.839
H -2.315 0.349 -5.951
H -2.161 -1.054 -4.844
H -4.300 -0.400 -4.304
H -3.585 0.707 -3.056
H -3.662 2.630 -4.935
H -4.188 1.385 -6.155
H -5.791 1.387 -3.911
H -2.110 -0.746 -1.000
H -2.137 -1.321 -2.676
H -0.517 -3.002 -2.383
H 0.148 -2.232 -0.763
H -2.168 -2.599 0.266
H -2.761 -3.155 -1.363
H -1.274 -5.254 1.495
H -0.482 -3.614 1.251
H 0.314 -5.082 0.463
H -2.264 2.377 -2.702
H -0.981 3.065 -1.686
H -2.735 1.050 -0.079
H -3.339 2.629 -0.709
H -3.531 2.902 1.652
H -2.981 4.412 0.684
H 2.945 0.041 -0.052
C 0.687 -7.749 3.396
C 1.751 -8.550 3.444
C 3.061 -8.057 3.924
O 4.033 -8.787 3.966
C 3.143 -6.643 4.349
C 2.078 -5.843 4.301
C 0.769 -6.335 3.822
O -0.202 -5.607 3.780
H -0.279 -8.093 3.047
H 1.709 -9.588 3.137
H 4.109 -6.300 4.698
H 2.121 -4.805 4.608
C 0.546 2.814 5.791
C 1.056 3.989 5.421
C 1.929 4.765 6.327
O 2.394 5.838 5.993
C 2.217 4.187 7.658
C 1.707 3.012 8.028
C 0.833 2.236 7.121
O 0.370 1.163 7.459
H -0.096 2.233 5.141
H 0.856 4.425 4.450
H 2.859 4.768 8.308
H 1.907 2.575 8.999
*
```